No. 1
C5H7F | the ωB97M-V functional and the def2-TZVPD basis

Values from the calculation:
LUMO level (alpha / beta) (eV): 1.117 / -1.993
2S+1: 3
<S²>: 2.011
Calculated total energy (eV): -8009.9219
Relative energy (zero: lowest compared OMol25 entry of this formula, charge and spin) (kJ/mol): 132.0

Geometry as XYZ:
```
13
C5H7F | the OMol25 dataset | the ωB97M-V functional and the def2-TZVPD basis
F -1.54 0.77 -0.93
C 0.74 1.36 -0.37
C -0.36 0.34 -0.40
C -1.08 -1.99 -0.66
C -0.18 -1.09 -0.29
C 0.13 1.34 1.00
H 0.57 2.24 -0.97
H 0.59 0.78 1.79
H 0.78 -1.39 0.13
H -2.03 -1.69 -1.07
H -0.62 2.07 1.25
H 1.75 0.98 -0.46
H -0.90 -3.04 -0.57
```

These are the natural (NBO) partial charges, in e, on atoms 1 to 5:
1 F -0.333
2 C -0.479
3 C 0.430
4 C -0.347
5 C -0.363

***

No. 2
C5H7F2N2 | the ωB97M-V functional and the def2-TZVPD basis

Values from the calculation:
LUMO level (alpha / beta) (eV): -5.926 / -5.926
Net charge: +1
Calculated total energy (eV): -13703.2015
Relative energy (zero: lowest compared OMol25 entry of this formula, charge and spin) (kJ/mol): 310.1

Geometry as XYZ:
```
16
C5H7F2N2 | the OMol25 dataset | the ωB97M-V functional and the def2-TZVPD basis
F 1.64 1.47 0.91
F 1.31 1.35 -1.67
N -0.07 0.38 0.04
N -1.93 1.43 -0.32
C 1.26 0.33 0.29
C 2.25 -0.73 0.19
C -2.20 0.06 -0.27
C -1.02 -0.59 -0.22
C -0.66 1.55 -0.05
H -3.29 -0.23 -0.34
H -0.15 2.41 -0.05
H -2.61 2.23 -0.28
H -0.71 -1.56 0.01
H 1.83 -1.47 -0.46
H 2.62 -1.02 1.14
H 3.34 -0.52 -0.21
```

These are the natural (NBO) partial charges, in e, on atoms 1 to 5:
1 F -0.256
2 F -0.673
3 N -0.383
4 N -0.444
5 C 0.962

***

No. 3
C5H7F3IN | the ωB97M-V functional and the def2-TZVPD basis

Values from the calculation:
LUMO level (eV): 0.283
Calculated total energy (eV): -23037.7432
Relative energy (zero: lowest compared OMol25 entry of this formula, charge and spin) (kJ/mol): 241.9

Geometry as XYZ:
```
17
C5H7F3IN | the OMol25 dataset | the ωB97M-V functional and the def2-TZVPD basis
I -3.88 -0.18 0.06
F -1.36 -1.68 -0.12
F -1.72 1.69 0.70
F -1.32 0.97 -1.15
N 1.33 -0.04 -0.22
C 1.60 -1.30 0.00
C -1.85 -0.61 0.55
C -1.02 0.69 0.14
C 1.83 0.64 -1.21
C 0.38 0.67 0.68
H 0.20 0.22 1.58
H 2.09 0.06 -1.99
H -1.72 -0.69 1.67
H 0.66 1.64 0.74
H 1.56 1.65 -1.32
H 2.22 -1.86 -0.68
H 0.99 -1.87 0.56
```

These are the natural (NBO) partial charges, in e, on atoms 1 to 5:
1 I 0.126
2 F -0.337
3 F -0.336
4 F -0.323
5 N -0.206

***

No. 4
C5H7F3N4O | the ωB97M-V functional and the def2-TZVPD basis

Values from the calculation:
LUMO level (eV): 0.785
Calculated total energy (eV): -21456.4019
Relative energy (zero: lowest compared OMol25 entry of this formula, charge and spin) (kJ/mol): 0.0

Geometry as XYZ:
```
20
C5H7F3N4O | the OMol25 dataset | the ωB97M-V functional and the def2-TZVPD basis
F 2.37 -2.64 0.35
F 1.41 -4.65 -0.03
F 0.56 -3.27 1.29
O -1.43 0.07 -2.06
N -0.98 -2.16 -2.48
N 0.20 -0.47 0.37
N -0.28 -3.22 -1.94
N -0.04 -1.18 -0.73
C 1.17 0.62 0.28
C 0.36 -2.80 -0.94
C -0.87 -0.94 -1.76
C -0.87 -0.20 1.30
C 1.24 -3.37 0.14
H 1.27 0.85 1.31
H -1.21 -2.28 -3.42
H -0.56 -0.54 2.33
H 2.19 0.24 -0.16
H -1.82 -0.72 1.08
H -1.05 0.94 1.27
H 0.78 1.57 -0.24
```

These are the natural (NBO) partial charges, in e, on atoms 1 to 5:
1 F -0.305
2 F -0.283
3 F -0.319
4 O -0.620
5 N -0.448

***

No. 5
C5H7F3NO4S | the ωB97M-V functional and the def2-TZVPD basis

Values from the calculation:
LUMO level (eV): 3.560
Net charge: -1
Calculated total energy (eV): -33969.6673
Relative energy (zero: lowest compared OMol25 entry of this formula, charge and spin) (kJ/mol): 0.0

Geometry as XYZ:
```
21
C5H7F3NO4S | the OMol25 dataset | the ωB97M-V functional and the def2-TZVPD basis
S 1.27 1.35 0.08
F -2.80 1.17 0.10
F -1.43 2.12 -1.26
F -1.53 2.72 0.81
O 1.40 1.41 -1.36
O -1.41 -0.83 -1.33
O 1.22 2.62 0.77
O 2.18 0.38 0.70
N 0.59 -1.43 -0.44
C -0.40 0.55 0.38
C -0.49 0.21 1.85
C -0.48 -0.62 -0.57
C -1.55 1.67 -0.02
C 0.83 -2.48 -1.40
H 1.41 -2.12 -2.25
H 1.41 -0.99 0.01
H 0.39 -0.37 2.11
H 1.39 -3.29 -0.91
H -0.48 1.13 2.43
H -1.40 -0.36 2.08
H -0.13 -2.85 -1.75
```

These are the natural (NBO) partial charges, in e, on atoms 1 to 5:
1 S 2.413
2 F -0.345
3 F -0.309
4 F -0.330
5 O -1.000

***

No. 6
C5H7F5N3 | the ωB97M-V functional and the def2-TZVPD basis

Values from the calculation:
LUMO level (eV): -4.342
Net charge: +1
Calculated total energy (eV): -23349.8162

Geometry as XYZ:
```
20
C5H7F5N3 | the OMol25 dataset | the ωB97M-V functional and the def2-TZVPD basis
F -1.07 -1.21 -1.26
F -3.47 -0.54 -0.21
F -1.51 -2.11 0.65
F -2.14 1.16 -0.37
F -2.54 0.27 1.57
N 0.12 -0.53 0.58
N 1.32 0.58 -0.98
N 1.79 -1.70 -0.72
C 0.33 0.87 1.08
C 0.84 1.68 -0.12
C -2.37 0.01 0.27
C -1.18 -0.96 0.07
C 1.12 -0.60 -0.41
H 1.30 -2.58 -0.75
H 2.15 0.72 -1.54
H 1.18 0.80 1.76
H -0.48 1.25 1.68
H 1.69 2.28 0.19
H 0.12 2.32 -0.64
H 2.79 -1.70 -0.84
```

These are the natural (NBO) partial charges, in e, on atoms 1 to 5:
1 F -0.310
2 F -0.271
3 F -0.287
4 F -0.312
5 F -0.294

***

How do the records compare in molar mass? In the order shown, they have 86.11, 133.12, 265.02, 196.13, 234.18, 204.12 g/mol.